# 1
DFT (the ωB97M-V functional and the def2-TZVPD basis) results for a 3-piece molecular cluster, C2H2BrCl2NO overall at a distorted geometry.

Results
E_LUMO	-1.38	eV
highest occupied orbital energy	-0.3565	Ha
energy	-3701.70808	hartree
relative energy (zero: lowest compared OMol25 entry of this formula, charge and spin)	222.08	kJ/mol
charge	0

Geometry as XYZ:
```
9
Properties=species:S:1:pos:R:3:mulliken_charge:R:1
O -0.28 -3.10 -0.22 -0.4601
N 1.47 -1.50 -0.22 -0.5333
H -0.64 0.31 0.37 0.1677
Cl 2.07 1.18 0.32 0.0100
C 0.63 -2.39 -0.27 0.4448
Br -1.98 0.57 0.87 -0.2055
C 2.96 -0.14 -0.13 0.3183
Cl 4.14 -0.74 0.92 -0.0158
H 3.21 -0.26 -1.22 0.2739
```


# 2
DFT (the ωB97M-V functional and the def2-TZVPD basis) results for an isolated ion of composition C5H11N2S and charge +1 at a distorted geometry.

Results
E_LUMO	-4.22	eV
highest occupied orbital energy	-0.4466	Ha
SMILES string	C=CNC/C(C)=[NH+]\S
energy	-704.47035	hartree
relative energy (zero: lowest compared OMol25 entry of this formula, charge and spin)	315.64	kJ/mol
charge	+1

Geometry as XYZ:
```
19
Properties=species:S:1:pos:R:3:mulliken_charge:R:1
C -0.01 -0.01 -0.77 0.4964
H -1.63 0.97 -1.80 0.4655
C -0.08 -0.87 1.80 0.0801
H 0.13 1.57 -2.11 0.3341
H -2.17 -0.54 1.77 0.3575
C -0.64 1.20 -1.36 -1.2745
H 1.52 1.08 0.12 0.2961
S 0.57 -2.50 -1.16 -0.0145
H 2.06 -0.98 1.84 0.2710
H -1.15 -1.10 -2.11 0.3460
H 2.12 -0.48 -0.55 0.5343
H -0.70 1.89 -0.55 0.4476
C -1.24 -0.25 1.37 -0.9626
H -0.09 -1.59 2.61 0.3937
H -0.05 -3.22 -2.23 0.2313
N 1.18 -0.75 1.29 -0.1068
H -1.39 0.62 0.81 0.2624
C 1.25 -0.03 0.05 -1.0096
N -0.38 -1.10 -1.37 -0.1479
```


# 3
DFT (the ωB97M-V functional and the def2-TZVPD basis) results for C30H51IN4O3PSTi as an isolated structure at a distorted geometry.

Results
<S²>	0.752
E_LUMO (alpha / beta)	-6.23 / -8.86	eV
highest occupied orbital energy (alpha / beta)	-0.4786 / -0.4786	Ha
spin multiplicity	2
energy	-3504.54853	hartree
relative energy (zero: lowest compared OMol25 entry of this formula, charge and spin)	146.25	kJ/mol
charge	+2

Geometry as XYZ:
```
92
Properties=species:S:1:pos:R:3:mulliken_charge:R:1
H -0.94 -2.76 3.94 0.3948
H -3.10 5.32 -0.91 0.4078
H -4.51 -1.89 -5.00 0.3191
H 2.24 -4.24 0.64 0.4991
C -0.12 -2.13 3.58 -1.0727
C 3.17 -2.82 1.98 0.0092
O 5.23 -0.10 2.40 -0.2664
C 6.09 -1.15 0.28 -0.9068
C -1.64 3.78 -0.69 0.7257
N -2.92 0.80 1.09 0.7947
C 1.94 2.48 1.15 -1.0512
H -5.61 0.50 0.36 0.4729
H -4.31 -1.22 -6.63 0.3345
C 5.62 0.75 3.48 -0.4100
H -1.46 1.32 -3.12 -0.0693
C -2.71 4.48 -1.49 -0.9694
C 2.54 -3.20 0.61 -0.8132
H -1.86 -1.26 -6.70 0.4953
C -1.18 -2.29 1.35 -0.1501
H 1.91 1.80 2.01 0.1990
H 3.67 -3.76 2.29 0.2449
H 4.00 -2.09 1.84 -0.3513
C 1.42 -0.20 -4.11 -1.1094
H 1.14 0.72 -3.60 0.2969
H -0.83 -3.41 -0.41 0.5956
H -1.86 2.73 -5.38 0.3721
H -2.25 4.96 -2.39 0.3523
C -3.60 -0.34 2.95 0.6374
C -1.18 1.89 -5.22 -1.3204
C -5.89 -0.70 3.51 -0.5978
C -4.01 0.12 1.70 0.5924
C 1.19 -2.98 3.46 -0.8903
C -6.32 -0.22 2.28 -0.5614
C -1.77 1.02 -4.15 -0.0065
H -2.84 1.10 -4.06 0.5352
H 3.81 -0.07 4.35 -0.1736
H 0.04 -4.00 1.06 0.3302
H 3.88 1.73 4.13 0.2268
H 2.47 3.41 1.48 0.4128
H -0.17 2.27 -5.00 0.3190
H -4.11 -0.15 -5.26 0.2636
H 5.06 -1.50 0.00 -0.0086
H 6.63 -0.91 -0.62 0.4485
C 4.43 0.86 4.45 -0.5973
I -1.48 1.91 4.53 -0.1960
H -1.13 1.33 -6.17 0.3593
H -4.15 -1.08 4.79 0.4857
Ti -1.73 0.26 2.47 -0.6031
H 0.30 -0.25 -6.08 0.4449
H -1.92 -2.89 1.91 0.5952
N 2.26 -2.19 2.90 0.2963
S 1.22 -2.16 0.02 -0.0191
C 5.96 0.16 1.08 -0.2864
H 0.73 -1.81 -5.34 0.5255
C 0.68 2.90 0.49 0.3295
H -6.60 -1.15 4.18 0.4348
N -0.48 -1.45 2.38 0.9408
H -3.70 1.99 -0.49 0.6458
C -5.39 0.16 1.35 -0.7917
C -0.43 4.35 -0.85 -0.8540
H 2.32 0.10 -4.77 0.3166
C -3.91 -1.17 -5.63 -1.0482
H 5.97 1.72 3.03 0.3970
C -4.57 -0.76 3.86 -0.5477
H -7.39 -0.21 2.01 0.3862
H 5.32 0.88 0.49 0.1683
H 1.67 -1.06 -3.45 0.3008
H 3.36 -3.11 -0.19 0.4091
H 0.87 -3.92 2.92 0.2881
H 2.58 1.98 0.39 0.1886
C 0.41 -0.77 -5.10 -0.6435
O -0.45 0.83 1.11 -0.9213
C -1.72 2.58 0.03 0.1975
P -1.36 -0.75 -4.36 0.5520
C -2.90 1.82 0.22 0.3153
H 2.72 -1.66 3.62 -0.0762
H -0.37 5.18 -1.49 0.5134
H 6.59 -1.93 0.85 0.3128
H 0.13 -1.43 4.37 0.4119
C -0.53 2.07 0.61 -0.3255
C -0.26 -3.10 0.48 -0.8654
H 1.45 -3.29 4.52 0.4394
H -2.21 -2.50 -5.67 0.4387
C -2.37 -1.41 -5.76 -0.6737
H 0.36 -1.07 1.92 0.0184
H -4.56 4.03 -2.08 0.2977
N 0.70 4.08 -0.15 -0.5599
H -1.68 -1.58 0.62 -0.2170
O -3.70 3.56 -1.92 -0.4930
H 4.67 1.06 5.48 0.4035
H 6.56 0.35 3.95 0.2939
H 6.92 0.70 1.27 0.4610
```


# 4
DFT (the ωB97M-V functional and the def2-TZVPD basis) results for a 2-piece molecular cluster, C3H6N2O overall at a distorted geometry.

Results
E_LUMO	0.27	eV
highest occupied orbital energy	-0.2984	Ha
SMILES string	c1c[nH]cn1.O
energy	-302.61648	hartree
relative energy (zero: lowest compared OMol25 entry of this formula, charge and spin)	201.17	kJ/mol
charge	0

Geometry as XYZ:
```
12
Properties=species:S:1:pos:R:3:mulliken_charge:R:1
C -0.97 0.81 -0.44 -0.2977
H -2.25 -0.33 -2.04 0.3660
O 2.32 1.37 1.62 -0.7124
H 2.60 1.90 0.88 0.3279
C -1.48 -0.29 -1.24 -0.2482
H 0.80 -1.81 0.37 0.2622
H 0.87 0.52 0.82 0.2822
N -1.03 -1.51 -1.01 -0.4929
N 0.01 0.14 0.33 -0.0021
C -0.13 -1.28 0.01 -0.1679
H 3.19 1.05 1.99 0.3326
H -1.17 1.87 -0.22 0.3505
```


# 5
DFT (the ωB97M-V functional and the def2-TZVPD basis) results for a 4-piece molecular cluster, C3H13NO3 overall at a distorted geometry.

Results
E_LUMO	0.63	eV
highest occupied orbital energy	-0.3031	Ha
SMILES string	C=CNC.O.O.O
energy	-402.53282	hartree
relative energy (zero: lowest compared OMol25 entry of this formula, charge and spin)	125.01	kJ/mol
charge	0

Geometry as XYZ:
```
20
Properties=species:S:1:pos:R:3:mulliken_charge:R:1
H -1.98 -0.69 -0.31 0.0267
H 2.31 1.08 -0.32 0.3193
H -1.68 0.72 -1.72 0.2597
H 0.21 -0.42 -2.94 0.3003
H 1.49 0.48 -2.40 0.3339
C 0.52 0.28 2.25 -0.9492
H 3.02 -0.17 -0.77 0.3616
H 0.62 -0.46 3.03 0.3478
O 2.91 0.77 -1.01 -0.7164
H -0.45 -2.15 1.94 0.3445
C -0.67 -1.46 1.14 0.1887
H -0.24 1.03 2.50 0.2942
C -1.79 -1.46 0.42 -0.7837
H -0.01 0.27 0.24 0.1893
O 0.53 0.28 -2.33 -0.5931
O -2.06 1.50 -1.34 -0.6335
H 1.44 0.87 2.19 0.2825
N 0.25 -0.39 0.97 -0.1685
H -2.52 -2.26 0.49 0.2713
H -1.89 2.18 -2.02 0.3244
```


# 6
DFT (the ωB97M-V functional and the def2-TZVPD basis) results for a 2-piece molecular cluster, C4H8O4S overall at a distorted geometry.

Results
E_LUMO (alpha / beta)	-0.15 / -1.79	eV
highest occupied orbital energy (alpha / beta)	-0.3313 / -0.2947	Ha
energy	-856.14864	hartree
relative energy (zero: lowest compared OMol25 entry of this formula, charge and spin)	489.79	kJ/mol
charge	0

Geometry as XYZ:
```
17
Properties=species:S:1:pos:R:3:mulliken_charge:R:1
H 0.14 2.30 1.17 0.1881
O 1.98 1.64 0.61 -0.4195
H -2.48 -0.35 0.58 0.3019
C -2.21 -1.05 1.28 -0.8662
C 1.15 0.94 -0.18 0.3494
H -2.11 -0.78 2.25 0.3557
S -0.43 -1.51 0.75 0.8619
H -0.04 -0.73 -1.87 0.4511
O -0.43 -2.03 -0.62 -0.6469
O 0.17 -2.29 1.86 -0.5595
C 0.74 2.23 0.20 -0.2170
C 1.40 0.18 -1.47 -0.6265
H 0.76 3.20 -0.44 0.2244
H -2.94 -1.96 1.26 0.2992
H 2.05 0.83 -2.00 0.4868
H 2.00 -0.64 -1.09 0.3053
O 0.26 0.03 -2.29 -0.4881
```